1.
Below is one molecule with the formula C4H6O2S at a distorted geometry, with properties calculated with ωB97M-V/def2-TZVPD.

The value obtained for the HOMO energy is -10.058 eV. The value obtained for the total energy is -19171.639 eV. Its SMILES is CC1=C(C)S1(=O)=O. The value obtained for the relative energy (zero: lowest compared OMol25 entry of this formula, charge and spin) is 84.6 kcal per mole. Its orbital gap is 10.524 eV.

Each line ends with the Mulliken charge.
Cartesian coordinates (Å):
C: 0.665 1.805 0.134  -0.88
C: -0.240 0.675 0.003  0.37
C: -0.198 -0.667 -0.160  0.18
C: 0.775 -1.830 -0.402  -1.22
S: -1.793 -0.057 0.213  0.72
O: -2.719 0.265 -0.862  -0.58
O: -2.366 -0.217 1.548  -0.58
H: 1.609 1.645 -0.477  0.29
H: 1.063 1.760 1.247  0.27
H: 0.055 2.797 0.036  0.29
H: 1.036 -2.047 -1.374  0.37
H: 0.442 -2.613 0.113  0.38
H: 1.670 -1.515 -0.018  0.38



2.
Below is C20H27Br48NO3S as an isolated structure at a distorted geometry, with properties calculated with ωB97M-V/def2-TZVPD.

The value obtained for the HOMO energy is -9.219 eV. The value obtained for the total energy is -3401675.741 eV. Its orbital gap is 8.682 eV.

Each line ends with the Mulliken charge.
Cartesian coordinates (Å):
C: 2.424 -3.076 2.779  0.78
C: 1.840 -4.390 3.378  -0.75
C: 0.743 -5.029 2.495  0.95
C: -0.618 -5.083 3.245  -0.48
N: -1.721 -5.137 2.301  -0.20
O: -2.975 -4.970 2.935  -0.25
S: -3.515 -3.390 2.924  0.54
O: -4.205 -3.204 4.165  -0.55
O: -2.182 -2.414 2.995  -0.40
H: 2.018 -2.213 3.317  0.37
H: 3.509 -3.066 2.967  -1.27
H: 2.236 -2.967 1.709  0.19
H: 2.660 -5.093 3.546  0.32
H: 1.394 -4.127 4.342  0.37
H: 1.009 -6.068 2.277  0.36
H: 0.600 -4.501 1.532  -1.14
H: -0.627 -6.034 3.793  0.29
H: -0.716 -4.283 3.991  0.37
H: -1.593 -4.503 1.522  0.09
H: -2.462 -1.548 3.325  0.31
C: -0.727 -1.445 -0.594  -0.06
Br: -0.114 -3.209 -0.091  -0.06
Br: -0.598 -0.211 0.878  0.19
Br: 0.194 -0.785 -2.158  -0.04
H: -1.774 -1.531 -0.854  0.07
C: 4.351 0.520 1.153  -0.03
Br: 3.102 0.183 -0.276  0.02
Br: 3.450 0.922 2.814  -0.09
Br: 5.597 -0.932 1.369  0.14
H: 4.917 1.393 0.879  -0.02
C: 5.623 -1.429 5.503  -0.26
Br: 5.326 -2.590 3.995  -0.02
Br: 4.022 -1.205 6.554  -0.05
Br: 7.115 -2.005 6.574  -0.04
H: 5.880 -0.456 5.104  0.25
C: 7.973 1.484 -1.599  -0.34
Br: 9.713 0.749 -1.223  -0.02
Br: 6.814 0.196 -2.448  -0.06
Br: 7.151 2.224 -0.019  -0.03
H: 8.111 2.298 -2.296  0.43
C: 10.274 0.855 5.351  -0.37
Br: 9.037 0.508 3.909  0.06
Br: 9.363 1.319 6.988  -0.02
Br: 11.500 -0.610 5.606  -0.01
H: 10.861 1.714 5.063  0.34
C: -2.402 3.438 0.235  -0.46
Br: -3.432 2.447 1.533  0.00
Br: -0.507 3.306 0.561  -0.07
Br: -2.851 2.920 -1.565  0.25
H: -2.669 4.480 0.344  0.39
C: 8.773 -2.706 -3.978  0.28
Br: 7.703 -3.624 -5.293  -0.02
Br: 8.924 -3.724 -2.347  0.04
Br: 10.502 -2.215 -4.675  -0.03
H: 8.258 -1.789 -3.732  -0.27
C: -5.924 -1.529 -0.146  -0.40
Br: -6.147 -2.626 -1.717  -0.08
Br: -7.592 -1.208 0.759  -0.01
Br: -4.598 -2.323 1.103  0.38
H: -5.551 -0.566 -0.482  0.24
C: -1.767 4.787 -5.108  -0.17
Br: -1.367 5.324 -6.915  -0.01
Br: -0.512 3.478 -4.456  -0.03
Br: -1.904 6.296 -3.920  0.02
H: -2.738 4.312 -5.126  0.16
C: -5.686 8.420 -2.466  -0.38
Br: -5.093 6.658 -1.952  0.08
Br: -5.563 9.667 -1.002  -0.02
Br: -4.756 9.057 -4.030  -0.03
H: -6.731 8.339 -2.728  0.34
C: 5.830 -5.570 -0.342  -0.33
Br: 7.583 -6.236 0.106  -0.04
Br: 4.799 -6.870 -1.321  -0.04
Br: 4.894 -4.936 1.218  0.16
H: 5.970 -4.718 -0.994  0.27
C: 1.502 8.311 -7.481  -0.37
Br: 0.382 8.051 -9.030  -0.02
Br: 0.477 8.874 -5.949  0.01
Br: 2.561 6.746 -7.097  0.01
H: 2.188 9.111 -7.717  0.35
C: -2.405 -0.181 -4.960  0.08
Br: -3.647 -1.119 -3.826  0.07
Br: -1.553 -1.336 -6.244  -0.02
Br: -3.288 1.314 -5.791  -0.05
H: -1.626 0.215 -4.322  -0.13
C: -8.702 0.761 -3.956  -0.38
Br: -8.672 2.161 -2.629  0.05
Br: -10.200 0.946 -5.155  -0.03
Br: -7.031 0.664 -4.909  0.04
H: -8.826 -0.176 -3.432  0.32
C: -7.475 2.910 1.533  0.13
Br: -6.583 3.808 0.077  -0.02
Br: -6.785 3.471 3.246  -0.07
Br: -9.388 3.106 1.429  -0.03
H: -7.259 1.853 1.436  -0.06
C: -8.705 -1.773 4.673  -0.14
Br: -9.049 -2.267 6.503  -0.04
Br: -9.955 -2.594 3.458  -0.02
Br: -8.661 0.141 4.439  0.06
H: -7.721 -2.147 4.422  0.14



3.
Below is C2H4N4O2 as an isolated structure at a distorted geometry, with properties calculated with ωB97M-V/def2-TZVPD.

The value obtained for the HOMO energy is -9.508 eV. The value obtained for the total energy is -12186.311 eV. The value obtained for the relative energy (zero: lowest compared OMol25 entry of this formula, charge and spin) is 165.5 kcal per mole. Its orbital gap is 9.293 eV.

Each line ends with the Mulliken charge.
Cartesian coordinates (Å):
C: 1.065 -0.208 -0.084  0.55
C: -0.164 0.574 -0.380  0.47
H: 2.885 1.262 0.018  0.29
H: 2.987 -0.541 0.198  0.28
H: -1.268 1.063 1.121  0.42
H: 0.749 2.270 -0.128  0.20
N: 2.367 0.214 0.376  -0.54
N: 0.683 -1.427 -0.050  -0.40
N: -1.220 -0.167 -0.541  0.02
N: -0.217 1.835 -0.218  -0.72
O: -0.693 -1.396 -0.038  -0.10
O: -2.063 0.217 0.613  -0.46